Entry 1:
Formula: C2H6O2
Source: OMol25
Level of theory: ωB97M-V/def2-TZVPD

```
10
Properties=species:S:1:pos:R:3:mulliken_charge:R:1
O -1.10 1.16 -0.20 -0.550
C -0.81 -0.23 -0.02 -0.252
C 0.74 -0.61 0.25 -0.254
O 1.39 0.54 -0.21 -0.518
H -0.96 1.46 -1.11 0.305
H -1.42 -0.47 0.85 0.257
H -1.12 -0.77 -0.92 0.243
H 1.05 -0.83 1.30 0.200
H 1.19 -1.47 -0.31 0.247
H 1.04 1.21 0.39 0.322
```

HOMO in eV: -10.092
Net charge: 0
SMILES string: OCCO
2S+1: 1
ΔE to the lowest compared entry with this formula, charge and spin in kcal per mole: 26.8



Entry 2:
Formula: C8H6NO7PdS4Sb
Source: OMol25
Level of theory: ωB97M-V/def2-TZVPD

```
28
Properties=species:S:1:pos:R:3:mulliken_charge:R:1
Pd 0.39 -0.07 0.60 0.588
S -3.70 -2.03 0.48 -0.285
Sb -2.72 -0.23 1.54 0.644
S -0.71 -1.16 2.58 -0.125
S -1.59 0.91 -0.32 -0.295
O 3.75 -2.23 -5.46 -0.677
C 3.06 -1.24 -5.53 0.444
O 2.82 -0.38 -6.35 -0.691
C 2.20 -0.98 -4.15 0.240
C 1.66 0.27 -3.92 -0.808
C 0.92 0.47 -2.76 -0.085
N 0.77 -0.50 -1.87 0.080
C 1.33 -1.67 -2.07 0.192
C 2.04 -1.99 -3.22 -0.393
C 1.23 -2.71 -0.92 0.517
O 1.42 -3.88 -1.17 -0.633
O 0.98 -2.20 0.21 -0.500
H 1.81 1.07 -4.63 0.451
H 0.46 1.42 -2.52 0.313
H 2.45 -2.99 -3.33 0.529
C 3.85 0.88 1.80 -0.964
S 2.42 1.73 1.08 1.457
O 2.71 3.14 1.07 -0.621
O 2.24 1.13 -0.24 -0.536
O 1.26 1.40 1.95 -0.785
H 4.68 1.58 1.82 0.337
H 4.07 0.04 1.16 0.305
H 3.58 0.57 2.80 0.301
```

⟨S²⟩: 8.786
HOMO (spin up / spin down) in eV: -5.008 / -4.986
Net charge: -1
2S+1: 6
ΔE to the lowest compared entry with this formula, charge and spin in kcal per mole: 22.4



Entry 3:
Formula: C2H4O3P
Source: OMol25
Level of theory: ωB97M-V/def2-TZVPD

```
10
Properties=species:S:1:pos:R:3:mulliken_charge:R:1
C 0.63 0.09 0.36 -1.011
C -0.04 -1.06 -0.35 0.526
O 0.56 -1.96 -0.89 -0.577
P -1.81 -0.37 -0.24 0.495
O -2.00 -0.23 1.26 -0.695
O -1.72 0.93 -1.02 -0.677
H -0.22 0.83 0.32 0.326
H 1.56 0.30 -0.04 0.374
H 0.77 -0.19 1.32 0.284
H -2.95 -1.18 -0.50 -0.047
```

HOMO in eV: -4.246
Net charge: -1
SMILES string: CC(=O)[P@@H](=O)[O-]
2S+1: 1
ΔE to the lowest compared entry with this formula, charge and spin in kcal per mole: 32.4



Entry 4:
Formula: C4H15NO5Sr
Source: OMol25
Level of theory: ωB97M-V/def2-TZVPD

```
26
Properties=species:S:1:pos:R:3:mulliken_charge:R:1
Sr -1.33 -1.06 -0.08 1.639
O -3.49 -1.60 1.26 -0.623
H -4.46 -1.69 1.29 0.171
O -0.88 -3.55 -0.12 -0.708
H -0.80 -4.44 -0.49 0.110
O -2.24 -0.86 -2.45 -0.989
H -2.48 -1.46 -3.19 0.080
O -0.68 -1.55 2.22 -0.847
H 0.26 -1.59 2.48 0.061
C 2.90 0.19 0.47 -1.858
C 1.49 0.13 0.23 1.028
C 0.85 1.61 0.09 -0.702
O -0.60 1.49 0.07 -0.175
C -1.35 2.66 -0.20 -0.842
N 1.18 -0.67 -0.94 -0.495
H 3.12 0.79 1.35 0.420
H 3.50 0.72 -0.27 0.378
H 3.39 -0.78 0.58 0.403
H 1.02 -0.35 1.09 -0.265
H 1.26 2.28 -0.66 0.462
H 1.07 2.24 0.96 0.500
H -1.34 3.02 -1.23 0.310
H -1.07 3.50 0.44 0.310
H -2.37 2.35 0.05 0.249
H 1.85 -1.37 -1.22 0.196
H 1.22 -0.03 -1.72 0.187
```

⟨S²⟩: 0.769
HOMO (spin up / spin down) in eV: -3.967 / -3.222
Net charge: -1
2S+1: 2
ΔE to the lowest compared entry with this formula, charge and spin in kcal per mole: 0.0



Entry 5:
Formula: CH2ClNO3S
Source: OMol25
Level of theory: ωB97M-V/def2-TZVPD

```
9
Properties=species:S:1:pos:R:3:mulliken_charge:R:1
O 0.22 0.75 1.19 -0.462
C 0.61 0.80 0.07 0.145
N -0.17 0.39 -1.05 0.338
O -1.41 -0.03 -0.93 -0.257
S -1.77 -1.67 -1.00 -0.005
O 0.27 0.52 -2.59 -0.267
Cl 1.74 -0.29 -3.00 0.054
H 1.64 1.05 -0.25 0.286
H -1.51 -1.76 0.29 0.169
```

HOMO in eV: -10.174
Net charge: 0
SMILES string: O=CN(OS)OCl
2S+1: 1
ΔE to the lowest compared entry with this formula, charge and spin in kcal per mole: 153.8



Entry 6:
Formula: C7H12NO2P
Source: OMol25
Level of theory: ωB97M-V/def2-TZVPD

```
23
Properties=species:S:1:pos:R:3:mulliken_charge:R:1
C 0.44 -2.22 2.47 -1.040
C -2.90 2.23 -0.56 -0.364
C 0.24 -1.35 1.50 0.215
C -2.89 1.15 0.13 -0.402
C 1.21 0.73 0.30 -0.861
C 1.33 -0.71 0.74 -0.162
C 1.12 -0.36 -0.71 0.691
N 2.12 -0.61 -1.66 -0.651
O -0.75 -2.07 -1.86 -0.671
O -0.58 0.30 -2.67 -0.520
P -0.61 -0.69 -1.35 0.503
H -0.37 -2.68 3.00 0.283
H 1.43 -2.50 2.79 0.258
H -3.57 3.07 -0.36 0.253
H -2.24 2.38 -1.40 0.232
H -0.76 -1.07 1.19 0.108
H -3.33 0.65 0.96 0.325
H 0.30 1.26 0.53 0.207
H 2.10 1.34 0.32 0.309
H 2.32 -1.05 0.98 0.352
H -0.95 -0.21 -3.39 0.308
H 2.07 0.03 -2.45 0.321
H 2.08 -1.57 -1.98 0.306
```

HOMO (spin up / spin down) in eV: -8.772 / -8.166
Net charge: 0
2S+1: 1
ΔE to the lowest compared entry with this formula, charge and spin in kcal per mole: 83.2



Entry 7:
Formula: C32H53ClIO22P2
Source: OMol25
Level of theory: ωB97M-V/def2-TZVPD

```
111
Properties=species:S:1:pos:R:3:mulliken_charge:R:1
C -3.12 -3.41 5.23 -0.983
C -2.76 -3.45 3.68 -0.058
C -3.53 -4.62 2.86 0.655
C -3.61 -6.00 3.67 -1.391
P -5.18 -4.06 2.13 0.117
I -5.02 -1.89 0.94 0.201
P -6.84 -3.82 3.54 0.425
O -6.73 -4.95 4.82 -0.447
Cl -6.63 -1.92 4.49 -0.183
H -4.13 -2.91 5.37 0.163
H -2.36 -2.71 5.73 0.384
H -3.02 -4.40 5.77 0.269
H -2.88 -2.43 3.21 0.316
H -1.64 -3.73 3.60 -0.072
H -2.85 -4.83 1.96 -0.191
H -3.74 -6.84 2.90 0.423
H -4.40 -6.02 4.48 0.328
H -2.61 -6.17 4.19 0.362
H -5.58 -5.03 1.15 0.313
H -7.53 -4.81 5.37 0.354
C 1.07 -5.76 -1.24 -1.506
C 0.16 -5.28 -0.13 0.761
C -0.38 -3.90 -0.34 -0.372
O -0.62 -3.46 1.00 -0.320
C 0.25 -4.14 1.79 0.632
O 0.45 -3.89 2.95 -0.604
O 0.87 -5.13 1.10 -0.362
H 1.58 -6.68 -0.94 0.403
H 0.51 -5.95 -2.16 0.430
H 1.85 -5.02 -1.46 0.166
H -0.64 -6.01 0.03 0.212
H -1.31 -3.89 -0.92 0.338
H 0.34 -3.21 -0.80 0.256
C 4.43 -0.96 -3.24 -1.409
C 3.87 -2.10 -4.05 0.487
C 2.75 -1.71 -4.97 -0.565
O 2.02 -2.92 -5.10 -0.337
C 2.24 -3.63 -3.96 0.564
O 1.64 -4.63 -3.64 -0.516
O 3.23 -3.07 -3.22 -0.293
H 5.10 -1.34 -2.46 0.357
H 4.99 -0.27 -3.87 0.363
H 3.64 -0.41 -2.72 0.344
H 4.67 -2.61 -4.60 0.323
H 3.10 -1.36 -5.94 0.334
H 2.08 -0.95 -4.54 0.318
C 8.58 0.07 -0.45 -1.568
C 7.76 0.91 -1.41 0.768
C 7.84 2.38 -1.15 -0.301
O 6.60 2.85 -1.67 -0.269
C 5.72 1.82 -1.57 0.662
O 4.53 1.92 -1.74 -0.583
O 6.36 0.66 -1.24 -0.384
H 8.33 -0.99 -0.56 0.377
H 9.65 0.20 -0.64 0.377
H 8.37 0.34 0.59 0.361
H 8.02 0.66 -2.44 0.189
H 8.67 2.85 -1.67 0.047
H 7.89 2.64 -0.09 0.383
C -8.72 -0.22 1.25 -1.121
C -9.57 -0.80 0.14 0.570
C -9.88 0.17 -0.97 -0.549
O -11.11 -0.34 -1.48 -0.313
C -11.72 -0.99 -0.45 0.594
O -12.86 -1.38 -0.47 -0.525
O -10.88 -1.13 0.61 -0.280
H -8.70 -0.90 2.11 0.159
H -7.70 -0.05 0.91 0.240
H -9.14 0.72 1.61 0.368
H -9.11 -1.72 -0.25 0.191
H -9.11 0.18 -1.74 0.325
H -10.05 1.19 -0.61 0.326
C 10.16 6.07 -5.82 -1.425
C 9.59 4.75 -5.34 0.511
C 8.43 4.88 -4.38 -0.413
O 8.51 3.67 -3.64 -0.234
C 9.82 3.29 -3.66 0.579
O 10.29 2.42 -2.97 -0.560
O 10.53 4.03 -4.54 -0.386
H 11.10 5.89 -6.34 0.411
H 9.47 6.57 -6.49 0.371
H 10.38 6.73 -4.98 0.278
H 9.32 4.12 -6.19 0.187
H 7.47 4.96 -4.90 0.403
H 8.53 5.72 -3.69 0.237
C 5.96 8.68 -0.55 -1.442
C 6.80 9.18 -1.71 0.499
C 6.00 9.63 -2.90 -0.516
O 6.92 9.43 -3.97 -0.312
C 7.76 8.43 -3.58 0.596
O 8.54 7.87 -4.31 -0.483
O 7.59 8.13 -2.27 -0.319
H 6.59 8.19 0.19 0.355
H 5.42 9.50 -0.08 0.386
H 5.24 7.93 -0.89 0.343
H 7.48 9.97 -1.36 0.276
H 5.70 10.68 -2.84 0.310
H 5.12 9.01 -3.08 0.304
C -11.90 -0.04 6.24 -1.481
C -10.73 -0.99 6.13 0.661
C -11.09 -2.35 5.62 -0.435
O -10.07 -3.17 6.20 -0.327
C -9.67 -2.55 7.34 0.649
O -8.96 -3.04 8.17 -0.540
O -10.19 -1.29 7.42 -0.346
H -11.61 0.86 6.79 0.365
H -12.26 0.26 5.25 0.377
H -12.73 -0.49 6.79 0.364
H -9.93 -0.53 5.53 0.158
H -11.07 -2.42 4.53 0.278
H -12.06 -2.71 5.98 0.287
```

HOMO in eV: -11.917
Net charge: +1
2S+1: 1



These records have maximum force values of 1.2 3.2 3.7 3.8 3.0 1.4 3.7 eV Å⁻¹, in the order they appear.